Entry 1:
A single C3H5NO molecule. Source: OMol25; level of theory: ωB97M-V/def2-TZVPD.

```
10
Properties=species:S:1:pos:R:3
O -1.80 0.71 -0.58
C -1.41 -0.39 -0.27
N -0.05 -0.76 -0.13
C 0.90 0.26 -0.58
C 0.68 0.06 0.86
H -2.09 -1.23 -0.08
H 1.79 -0.17 -1.03
H 0.49 1.14 -1.05
H 0.08 0.82 1.37
H 1.40 -0.45 1.48
```

Calculated values
- Energy above the lowest of the compared OMol25 structures with the same formula, charge and spin: 1.445 eV
- SMILES: O=CN1CC1
- HOMO-LUMO gap: 11.21 eV
- Highest occupied orbital energy: -10.109 eV

Population analysis type natural (NBO), resulting atomic charges in e: -0.55, 0.55, -0.48, -0.26, -0.24, 0.13, 0.21, 0.22, 0.21, 0.21



Entry 2:
A 2-piece molecular cluster, C4H12NS overall. Source: OMol25; level of theory: ωB97M-V/def2-TZVPD.

```
18
Properties=species:S:1:pos:R:3
C 0.02 -1.73 0.84
S 1.49 -0.70 0.56
C 1.99 -1.40 -1.04
H 0.27 -2.77 1.01
H -0.65 -1.63 -0.01
H -0.45 -1.32 1.74
H 2.97 -1.04 -1.32
H 1.99 -2.48 -0.92
H 1.27 -1.09 -1.79
C -1.10 1.47 -1.02
C -0.60 1.82 1.34
N -1.36 1.37 0.43
H -1.77 2.23 -1.41
H -1.24 0.49 -1.46
H -0.07 1.81 -1.13
H 0.35 2.27 1.09
H -0.90 1.80 2.38
H -2.22 0.89 0.71
```

Calculated values
- Energy above the lowest of the compared OMol25 structures with the same formula, charge and spin: 1.184 eV
- HOMO-LUMO gap: 7.28 eV
- Highest occupied orbital energy: -12.219 eV
- Charge: +1

Population analysis type natural (NBO), resulting atomic charges in e: -0.74, 0.15, -0.72, 0.24, 0.20, 0.22, 0.25, 0.23, 0.21, -0.43, 0.14, -0.38, 0.25, 0.24, 0.24, 0.24, 0.24, 0.44



Entry 3:
A single C5H6FN molecule in a non-equilibrium geometry. Source: OMol25; level of theory: ωB97M-V/def2-TZVPD.

```
13
Properties=species:S:1:pos:R:3
C -0.64 0.51 1.90
C -0.14 0.13 0.50
N 1.04 0.49 -0.37
C 1.00 0.00 -1.59
C -0.16 -0.74 -1.69
C -0.71 -0.79 -0.39
F -1.81 -1.40 0.11
H -0.68 1.59 2.05
H -1.61 0.00 1.98
H 0.26 0.23 2.61
H 1.99 0.98 -0.13
H 1.74 0.34 -2.41
H -0.29 -1.35 -2.57
```

Calculated values
- Energy above the lowest of the compared OMol25 structures with the same formula, charge and spin: 1.578 eV
- SMILES: Cc1[nH]ccc1F
- HOMO-LUMO gap: 8.94 eV
- Highest occupied orbital energy: -8.013 eV

Population analysis type natural (NBO), resulting atomic charges in e: -0.65, 0.04, -0.53, -0.02, -0.41, 0.33, -0.33, 0.22, 0.26, 0.22, 0.41, 0.22, 0.23



Entry 4:
ClNO4S as an isolated structure in a non-equilibrium geometry. Source: OMol25; level of theory: ωB97M-V/def2-TZVPD.

```
7
Properties=species:S:1:pos:R:3
N -0.83 0.83 -0.01
O -0.23 1.65 0.59
O -1.87 0.75 -0.61
O -0.09 -2.20 -0.42
O 0.58 -0.80 1.54
S 0.30 -0.91 0.12
Cl 2.14 0.67 -1.21
```

Calculated values
- Energy above the lowest of the compared OMol25 structures with the same formula, charge and spin: 2.297 eV
- HOMO-LUMO gap (spin up / spin down): 7.01 / 7.97 eV
- Highest occupied orbital energy (spin up / spin down): -10.995 / -11.720 eV

Population analysis type natural (NBO), resulting atomic charges in e: 0.47, -0.19, -0.23, -0.78, -0.80, 1.81, -0.29



Entry 5:
A 2-piece molecular cluster, CH5NO2S overall in a non-equilibrium geometry. Source: OMol25; level of theory: ωB97M-V/def2-TZVPD.

```
10
Properties=species:S:1:pos:R:3
C 1.31 -0.27 -0.30
N -0.56 -0.50 1.35
O -2.11 1.42 -1.50
O 0.27 -0.64 2.29
S -0.45 -0.27 -0.21
H 1.55 -0.21 0.74
H 1.78 0.38 -1.02
H 1.53 -1.16 -0.73
H -1.61 -0.66 1.60
H -1.70 1.90 -2.22
```

Calculated values
- Energy above the lowest of the compared OMol25 structures with the same formula, charge and spin: 6.766 eV
- HOMO-LUMO gap (spin up / spin down): 9.84 / 5.92 eV
- Highest occupied orbital energy (spin up / spin down): -9.679 / -7.549 eV

Population analysis type natural (NBO), resulting atomic charges in e: -0.81, -0.32, -0.64, -0.43, 0.66, 0.27, 0.25, 0.23, 0.37, 0.42



Entry 6:
A 2-piece molecular cluster, C3H9N3O overall in a non-equilibrium geometry. Source: OMol25; level of theory: ωB97M-V/def2-TZVPD.

```
16
Properties=species:S:1:pos:R:3
N 1.34 -0.83 0.06
C 1.42 -0.15 -1.21
N 0.22 0.33 -1.66
O 2.53 -0.04 -1.77
H 0.78 -1.70 0.01
H 2.29 -1.03 0.42
H 0.36 1.14 -2.27
H -0.48 0.47 -0.95
C -2.62 -0.72 1.63
C -2.10 0.53 1.57
N -0.78 0.87 1.19
H -1.98 -1.58 1.57
H -3.72 -0.82 1.72
H -2.74 1.40 1.72
H -0.02 0.20 1.14
H -0.41 1.71 1.63
```

Calculated values
- Energy above the lowest of the compared OMol25 structures with the same formula, charge and spin: 0.673 eV
- SMILES: NC(N)=O.C=CN
- HOMO-LUMO gap: 9.34 eV
- Highest occupied orbital energy: -8.587 eV

Population analysis type natural (NBO), resulting atomic charges in e: -0.91, 0.78, -0.84, -0.63, 0.39, 0.40, 0.40, 0.42, -0.52, 0.01, -0.87, 0.19, 0.21, 0.19, 0.41, 0.38



- Which value of energy above the lowest of the compared OMol25 structures with the same formula, charge and spin does entry 4 give?
  2.297 eV



- Which of these has the highest energy above the lowest of the compared OMol25 structures with the same formula, charge and spin?
  CH5NO2S



- Look up the energy above the lowest of the compared OMol25 structures with the same formula, charge and spin of the first one.
  1.445 eV